9 unconnected molecules or ions with the total composition C9H36N18O9 at a distorted geometry, computed with wB97M-V/def2-TZVPD.

The value obtained for the LUMO energy (alpha / beta) is -2.642 / -8.535 eV. Its net charge is +1. The value obtained for the HOMO-LUMO gap (alpha / beta) is 8.7 / 2.8 eV. Its HOMO energy (alpha / beta) is -11.3 / -11.3 eV. As for the spin multiplicity: 2. Its expectation value of S² is 0.755.

Atoms and positions in Å:
C1 -17.4177 -18.2609 17.7096
O1 -16.7679 -17.3753 17.1468
N1 -18.2820 -18.9867 17.0810
N2 -17.3807 -18.4838 19.0283
H1 -18.3400 -18.7831 16.0934
H2 -18.8402 -19.6850 17.5510
H3 -18.0996 -19.0250 19.4869
H4 -16.6802 -17.9407 19.5126
C2 -11.0009 -14.8129 16.7362
O2 -11.5820 -15.1962 15.7471
N3 -10.2316 -13.7667 16.8252
N4 -10.8982 -15.3755 17.8441
H5 -9.6500 -13.6436 17.6416
H6 -10.1875 -13.2022 15.9888
H7 -11.4945 -16.1831 17.9552
H8 -10.3571 -14.9580 18.5877
C3 -19.2976 -18.9844 12.5720
O3 -19.5235 -17.7950 12.5785
N5 -18.1806 -19.5435 12.8893
N6 -20.1378 -19.8266 12.0931
H9 -17.4930 -18.8940 13.2434
H10 -17.9434 -20.5244 12.9288
H11 -20.0861 -20.8332 12.1579
H12 -20.9991 -19.3676 11.8330
C4 -18.5296 -23.1079 14.6047
O4 -17.7164 -23.6799 13.9089
N7 -19.7916 -23.3258 14.5638
N8 -18.2997 -22.1367 15.3989
H13 -20.3377 -22.7755 15.2111
H14 -20.0780 -23.8980 13.7824
H15 -17.4191 -21.6874 15.6058
H16 -19.1034 -21.6885 15.8152
C5 -12.7620 -17.0706 10.7114
O5 -11.7272 -17.7773 10.6657
N9 -13.5939 -17.0479 11.7243
N10 -13.1703 -16.1866 9.8565
H17 -14.5135 -16.6363 11.6534
H18 -13.4412 -17.8429 12.3282
H19 -14.1661 -16.2342 9.6947
H20 -12.6671 -15.8845 9.0346
C6 -10.5205 -19.0071 15.2101
O6 -10.2265 -19.4926 16.2674
N11 -10.8702 -19.5107 14.1161
N12 -10.3652 -17.7374 14.9952
H21 -10.9733 -20.5092 14.0044
H22 -10.9334 -18.9957 13.2496
H23 -10.6110 -17.2377 14.1525
H24 -10.2875 -17.2405 15.8711
C7 -14.4216 -18.0815 14.5887
O7 -13.7749 -18.6448 13.7979
N13 -15.4883 -18.4649 15.0928
N14 -13.9951 -16.9836 15.0247
H25 -15.7008 -17.8707 15.8814
H26 -15.5176 -19.4488 15.3192
H27 -14.4219 -16.5355 15.8229
H28 -13.0261 -16.8371 14.7802
C8 -11.9391 -13.1759 12.3091
O8 -11.3167 -12.2138 12.7632
N15 -12.5980 -13.1700 11.2319
N16 -12.1638 -14.2131 12.9885
H29 -12.3839 -12.3672 10.6575
H30 -12.8951 -14.0800 10.9098
H31 -11.9769 -14.3410 13.9727
H32 -12.8841 -14.8377 12.6551
C9 -14.8681 -21.6620 16.2503
O9 -15.8445 -21.0652 16.4331
N17 -13.9367 -21.3898 15.4401
N18 -14.5256 -22.6997 17.0035
H33 -13.8882 -20.4161 15.1764
H34 -13.3612 -22.0740 14.9702
H35 -13.5487 -22.9443 16.9268
H36 -15.1116 -23.0046 17.7675

9 unconnected molecules or ions with the total composition C9H36O9 at a distorted geometry, computed with wB97M-V/def2-TZVPD.

The value obtained for the LUMO energy is 0.330 eV. The value obtained for the HOMO-LUMO gap is 10.2 eV. Its HOMO energy is -9.8 eV.

Atoms and positions in Å:
C1 -2.5181 -1.7422 -3.0191
O1 -3.0421 -0.6539 -3.7950
H1 -2.8425 -2.6689 -3.1732
H2 -2.8082 -1.6540 -1.9269
H3 -1.4776 -1.8752 -3.2319
H4 -3.2251 0.0641 -3.1910
C2 3.0496 0.4551 -2.7448
O2 2.6455 1.5306 -3.5920
H5 3.6907 -0.2537 -3.1279
H6 2.3112 -0.2499 -2.4336
H7 3.6390 0.7498 -1.9296
H8 2.7276 1.2362 -4.5177
C3 -0.3698 -0.2893 0.4405
O3 0.8710 0.2051 0.2581
H9 -0.9019 0.0981 1.3636
H10 -0.1664 -1.3947 0.3577
H11 -1.1230 -0.0041 -0.2429
H12 0.8495 0.9387 -0.4351
C4 -0.1590 -4.2743 -0.8322
O4 -1.2774 -4.3359 -1.5544
H13 -0.3072 -3.6944 0.1378
H14 0.5970 -3.5889 -1.4173
H15 0.5808 -5.2703 -0.7808
H16 -1.7298 -5.1358 -1.3071
C5 0.8345 -2.9861 3.9376
O5 1.7574 -4.0206 3.7994
H17 0.8470 -2.5302 2.8553
H18 1.1128 -2.0779 4.6150
H19 -0.1300 -3.0749 4.3518
H20 2.6926 -3.5929 3.7335
C6 3.5637 1.1989 2.0499
O6 2.2905 0.5994 2.4317
H21 4.3944 1.2220 2.7875
H22 3.4234 2.2171 1.5932
H23 3.8195 0.5303 1.2100
H24 2.0077 0.5433 1.5234
C7 -0.4258 2.3224 3.5578
O7 0.6640 1.9079 4.2432
H25 -0.4189 1.7706 2.5320
H26 -0.4133 3.2284 3.4713
H27 -1.3548 1.8569 4.0686
H28 1.1286 1.5407 3.6149
C8 -0.3570 2.9257 -2.0439
O8 0.1027 2.7244 -0.8020
H29 -1.1334 3.6269 -2.2655
H30 -0.9094 2.0249 -2.4764
H31 0.4178 2.9786 -2.6768
H32 -0.2337 3.3454 -0.1557
C9 -3.5618 2.2905 -0.5816
O9 -4.2147 1.7078 -1.7746
H33 -2.7732 1.5021 -0.1074
H34 -4.4930 2.2004 0.2286
H35 -3.2685 3.3992 -0.6711
H36 -4.3829 2.4263 -2.3547

| no. | molecular weight (g/mol) | E (a.u.) |
| --- | --- | --- |
| 1 | 540.504 | -2027.1101 |
| 2 | 288.378 | -1041.2647 |